## i
Entry from the OMol25 dataset: C3H4N2O in the gas phase (wB97M-V/def2-TZVPD).

The geometry in ORCA input format:
```
! RIJCOSX wB97M-V def2-TZVPD def2/J DEFGRID3
* xyz 0 1
O -0.26 -0.79 -2.26
C -0.01 -0.59 -1.10
C -0.86 0.33 -0.23
N 0.06 0.59 0.87
C 1.10 -0.27 0.71
N 1.14 -0.97 -0.38
H -1.06 1.15 -0.93
H -1.81 -0.09 0.11
H -0.19 0.98 1.76
H 1.87 -0.33 1.47
*
```

The calculation puts the HOMO energy at -9.71 eV. The calculation puts the molar mass at 84.1 g mol⁻¹. As for the structure (SMILES): O=C1CNC=N1. The calculation puts the LUMO energy at 0.02294 hartree. The HOMO-LUMO gap is 10.33 eV.

## ii
Entry from the OMol25 dataset: 2 unconnected molecules or ions with the total composition C3H4N2O (wB97M-V/def2-TZVPD).

The geometry in ORCA input format:
```
! RIJCOSX wB97M-V def2-TZVPD def2/J DEFGRID3
* xyz 0 1
C 0.64 2.12 0.66
C 0.61 -0.47 2.00
C 0.54 0.92 -0.10
N 0.65 3.05 1.32
N -0.57 0.31 -0.62
O 1.27 -0.82 2.96
H 1.57 0.61 -0.21
H -0.37 -1.04 1.61
H -0.79 -0.66 -0.44
H -1.43 0.79 -0.59
*
```

The calculation puts the HOMO energy (alpha / beta) at -8.14 / -8.67 eV. The calculation puts the molar mass at 84.1 g mol⁻¹. The calculation puts the LUMO energy (alpha / beta) at -0.01524 / -0.01588 hartree. The HOMO-LUMO gap (alpha / beta) is 7.73 / 8.24 eV.

Short version: i is the most stable of them.

## i
Entry from the OMol25 dataset: C3H4N2O in the gas phase (wB97M-V/def2-TZVPD).

The geometry in ORCA input format:
```
! RIJCOSX wB97M-V def2-TZVPD def2/J DEFGRID3
* xyz 0 1
O 1.12 -1.10 -1.04
C -0.14 -0.54 -0.79
C -0.91 -0.94 0.30
N -0.90 0.05 1.23
C -0.21 1.05 0.69
N 0.07 0.82 -0.61
H 1.52 -0.67 -0.23
H -1.39 -1.90 0.46
H 0.09 1.95 1.20
H 0.74 1.28 -1.21
*
```

The calculation puts the HOMO energy at -8.52 eV. The calculation puts the molar mass at 84.1 g mol⁻¹. As for the structure (SMILES): Oc1cnc[nH]1. The calculation puts the LUMO energy at 0.01227 hartree. The HOMO-LUMO gap is 8.86 eV.

## ii
Entry from the OMol25 dataset: C3H4N2O in the gas phase (wB97M-V/def2-TZVPD).

The geometry in ORCA input format:
```
! RIJCOSX wB97M-V def2-TZVPD def2/J DEFGRID3
* xyz 0 1
C -2.77 0.90 -0.16
C -1.60 0.63 -0.13
N -0.31 0.30 -0.10
C 0.25 -0.81 0.26
N 1.92 -0.18 -0.04
O 0.18 -1.92 0.66
H -3.78 1.21 -0.21
H 1.24 0.75 -0.33
H 2.47 -0.16 0.81
H 2.39 -0.71 -0.76
*
```

The calculation puts the HOMO energy at -8.80 eV. The calculation puts the molar mass at 84.1 g mol⁻¹. As for the structure (SMILES): C#C/N=C(/[NH3+])[O-]. The calculation puts the LUMO energy at 0.01761 hartree. The HOMO-LUMO gap is 9.28 eV.

Short version: i is the most stable of them.

## i
Entry from the OMol25 dataset: C3H4N2O in the gas phase (wB97M-V/def2-TZVPD).

The geometry in ORCA input format:
```
! RIJCOSX wB97M-V def2-TZVPD def2/J DEFGRID3
* xyz 0 1
O 2.42 -0.29 -0.02
C 1.07 -0.40 -0.08
C 0.18 -1.37 -0.22
N -1.61 -0.17 0.05
C -0.85 0.89 0.13
N 0.46 0.87 0.09
H 2.48 0.67 0.17
H -0.36 -2.26 -0.42
H -2.63 0.02 0.06
H -1.17 1.93 0.24
*
```

The calculation puts the HOMO energy at -8.96 eV. The calculation puts the molar mass at 84.1 g mol⁻¹. The calculation puts the LUMO energy at -0.01613 hartree. The HOMO-LUMO gap is 8.52 eV.

## ii
Entry from the OMol25 dataset: a molecular structure, C3H4N2O (wB97M-V/def2-TZVPD).

The geometry in ORCA input format:
```
! RIJCOSX wB97M-V def2-TZVPD def2/J DEFGRID3
* xyz 0 1
O -1.46 0.58 1.53
C -1.35 0.46 0.23
C 0.06 0.32 -0.24
C 1.37 -0.27 0.26
N 1.36 -1.23 -0.59
N 0.06 -0.92 -1.03
H -2.41 0.71 1.69
H 0.28 1.28 -0.74
H 2.20 0.00 0.92
H -0.10 -0.94 -2.03
*
```

The calculation puts the HOMO energy at -8.86 eV. The calculation puts the molar mass at 84.1 g mol⁻¹. The calculation puts the LUMO energy at 0.02601 hartree. The HOMO-LUMO gap is 9.57 eV.

## iii
Entry from the OMol25 dataset: C3H4N2O in the gas phase (wB97M-V/def2-TZVPD).

The geometry in ORCA input format:
```
! RIJCOSX wB97M-V def2-TZVPD def2/J DEFGRID3
* xyz 0 1
O 2.20 -0.45 -0.23
C 0.89 -0.15 -0.10
C -0.12 -1.01 0.23
N -1.26 -0.21 0.22
C -0.88 1.04 -0.11
N 0.42 1.12 -0.31
H 2.66 0.39 -0.36
H -0.13 -2.05 0.50
H -2.21 -0.53 0.35
H -1.57 1.86 -0.19
*
```

The calculation puts the HOMO energy at -8.29 eV. The calculation puts the molar mass at 84.1 g mol⁻¹. As for the structure (SMILES): Oc1c[nH]cn1. The calculation puts the LUMO energy at 0.03432 hartree. The HOMO-LUMO gap is 9.22 eV.

## iv
Entry from the OMol25 dataset: C3H4N2O in the gas phase (wB97M-V/def2-TZVPD).

The geometry in ORCA input format:
```
! RIJCOSX wB97M-V def2-TZVPD def2/J DEFGRID3
* xyz 0 1
N -0.89 -1.04 1.21
C -0.20 -0.19 0.40
C 0.39 -0.30 -0.83
C 0.74 1.04 -1.12
N 0.44 1.87 -0.16
O -0.15 1.08 0.82
H -1.18 -0.69 2.11
H -0.86 -2.03 1.06
H 0.54 -1.18 -1.44
H 1.16 1.44 -2.04
*
```

The calculation puts the HOMO energy at -8.50 eV. The calculation puts the molar mass at 84.1 g mol⁻¹. As for the structure (SMILES): Nc1ccno1. The calculation puts the LUMO energy at 0.03155 hartree. The HOMO-LUMO gap is 9.36 eV.

Short version: iii is the most stable of them.

## i
Entry from the OMol25 dataset: 2 unconnected molecules or ions with the total composition C3H10NO (wB97M-V/def2-TZVPD).

The geometry in ORCA input format:
```
! RIJCOSX wB97M-V def2-TZVPD def2/J DEFGRID3
* xyz 0 2
C -0.73 2.31 -1.14
N -0.04 1.94 0.13
H -0.92 1.38 -1.65
H -1.64 2.82 -0.78
H -0.17 2.81 -1.86
H 0.93 2.22 -0.16
H 0.19 0.88 0.32
H -0.37 2.27 1.12
O 0.09 -0.61 0.58
C -0.22 -1.86 0.71
C 0.86 -2.85 0.54
H -1.30 -2.09 0.95
H 0.70 -3.84 0.97
H 1.77 -2.43 0.86
H 0.84 -2.94 -0.56
*
```

The calculation puts the HOMO energy (alpha / beta) at -3.45 / -7.46 eV. The expectation value of S² is 0.753. The calculation puts the molar mass at 76.1 g mol⁻¹. The calculation puts the LUMO energy (alpha / beta) at 0.00211 / 0.00037 hartree. The HOMO-LUMO gap (alpha / beta) is 3.51 / 7.47 eV.

## ii
Entry from the OMol25 dataset: 2 unconnected molecules or ions with the total composition C3H10NO (wB97M-V/def2-TZVPD).

The geometry in ORCA input format:
```
! RIJCOSX wB97M-V def2-TZVPD def2/J DEFGRID3
* xyz 0 2
C -2.13 -0.30 -0.54
C -0.96 0.68 -0.56
C 0.77 -1.05 -1.04
N 0.32 0.04 -0.37
H -2.03 -1.17 -1.19
H -2.36 -0.60 0.48
H -3.01 0.22 -0.92
H -0.97 1.42 -1.36
H -1.10 1.31 0.32
H 1.73 -1.53 -0.93
H 0.17 -1.57 -1.77
H 0.94 0.51 0.27
H 3.49 1.23 2.54
H 2.51 -0.03 2.72
O 2.63 0.84 2.34
*
```

The calculation puts the HOMO energy (alpha / beta) at -5.57 / -9.85 eV. The expectation value of S² is 0.753. The calculation puts the molar mass at 76.1 g mol⁻¹. The calculation puts the LUMO energy (alpha / beta) at 0.02930 / 0.02900 hartree. The HOMO-LUMO gap (alpha / beta) is 6.37 / 10.64 eV.

Short version: ii is the most stable of them.

## i
Entry from the OMol25 dataset: 5 unconnected molecules or ions with the total composition CH14NO4 (wB97M-V/def2-TZVPD).

The geometry in ORCA input format:
```
! RIJCOSX wB97M-V def2-TZVPD def2/J DEFGRID3
* xyz 1 1
C -1.44 1.37 0.19
N -1.93 -0.04 0.12
H -1.27 1.71 1.27
H -2.09 1.96 -0.51
H -0.43 1.26 -0.40
H -2.44 -0.20 1.06
H -2.58 -0.16 -0.69
H -1.35 -0.94 -0.14
H 5.71 4.33 2.09
H 6.28 2.97 2.08
O 5.78 3.57 1.49
H -1.43 -3.81 -3.33
H -0.62 -4.09 -4.58
O -0.73 -3.35 -3.94
H -0.19 -2.08 -2.10
H 0.52 -0.72 -1.75
O -0.23 -1.30 -1.44
H 0.12 -0.51 3.64
H -0.94 0.40 3.69
O -0.74 -0.37 3.23
*
```

The calculation puts the HOMO energy at -13.31 eV. The calculation puts the molar mass at 104.1 g mol⁻¹. The calculation puts the LUMO energy at -0.11590 hartree. The HOMO-LUMO gap is 10.16 eV.

## ii
Entry from the OMol25 dataset: 5 unconnected molecules or ions with the total composition CH14NO4 (wB97M-V/def2-TZVPD).

The geometry in ORCA input format:
```
! RIJCOSX wB97M-V def2-TZVPD def2/J DEFGRID3
* xyz 1 1
C -0.52 -0.54 1.86
N -1.01 -0.89 0.52
H -1.15 -0.90 2.67
H 0.44 -1.01 2.00
H -0.32 0.53 1.89
H -1.92 -0.49 0.27
H -1.05 -1.90 0.38
H -0.34 -0.59 -0.21
H -4.62 4.65 2.99
H -3.19 5.09 3.07
O -3.73 4.29 3.01
H 0.84 2.77 -1.27
H 2.09 2.17 -0.69
O 1.19 1.93 -0.95
H 1.10 0.11 -1.68
H 0.95 -1.32 -2.28
O 0.59 -0.71 -1.63
H 3.50 -5.14 -3.56
H 3.99 -3.75 -3.17
O 3.18 -4.30 -3.22
*
```

The calculation puts the HOMO energy at -13.71 eV. The calculation puts the molar mass at 104.1 g mol⁻¹. The calculation puts the LUMO energy at -0.11070 hartree. The HOMO-LUMO gap is 10.69 eV.

Short version: ii is the most stable of them.

## i
Entry from the OMol25 dataset: 2 unconnected molecules or ions with the total composition O2 (wB97M-V/def2-TZVPD).

The geometry in ORCA input format:
```
! RIJCOSX wB97M-V def2-TZVPD def2/J DEFGRID3
* xyz 0 1
O 0.00 0.00 1.00
O 0.00 0.00 -1.00
*
```

The calculation puts the HOMO energy at -13.16 eV. The calculation puts the molar mass at 32.0 g mol⁻¹. The calculation puts the LUMO energy at -0.21818 hartree. The HOMO-LUMO gap is 7.22 eV.

## ii
Entry from the OMol25 dataset: O2 in the gas phase (wB97M-V/def2-TZVPD).

The geometry in ORCA input format:
```
! RIJCOSX wB97M-V def2-TZVPD def2/J DEFGRID3
* xyz 0 1
O 0.00 0.00 0.59
O 0.00 0.00 -0.59
*
```

The calculation puts the HOMO energy at -9.74 eV. The calculation puts the molar mass at 32.0 g mol⁻¹. As for the structure (SMILES): O=O. The calculation puts the LUMO energy at -0.06814 hartree. The HOMO-LUMO gap is 7.89 eV.

Short version: ii is the most stable of them.